1.
{
  "formula": "C25H19ClIMnN6O2",
  "method": "the ωB97M-V functional and the def2-TZVPD basis",
  "symbols": ["Mn", "C", "C", "C", "C", "N", "C", "C", "C", "C", "C", "C", "N", "C", "C", "C", "C", "C", "N", "H", "H", "H", "H", "H", "H", "H", "H", "H", "H", "H", "Cl", "C", "C", "C", "I", "C", "O", "C", "N", "C", "C", "C", "C", "H", "H", "H", "H", "N", "C", "N", "O", "H", "H", "H", "H"],
  "positions_angstrom": [[0.350, 0.172, 0.071], [-0.071, 3.523, -2.909], [-0.542, 4.572, -2.138], [-0.867, 4.346, -0.811], [-0.712, 3.069, -0.286], [-0.246, 2.060, -1.039], [0.069, 2.283, -2.312], [-1.063, 2.714, 1.112], [-1.649, 3.591, 2.015], [-1.953, 3.130, 3.284], [-1.683, 1.815, 3.624], [-1.097, 0.989, 2.674], [-0.796, 1.452, 1.459], [-0.797, -0.447, 2.901], [-0.919, -1.060, 4.142], [-0.653, -2.414, 4.255], [-0.277, -3.126, 3.128], [-0.171, -2.441, 1.930], [-0.417, -1.140, 1.816], [0.193, 3.658, -3.948], [-0.656, 5.560, -2.564], [-1.230, 5.159, -0.200], [0.455, 1.433, -2.862], [-1.875, 4.611, 1.743], [-2.412, 3.793, 4.005], [-1.943, 1.447, 4.605], [-1.211, -0.495, 5.015], [-0.740, -2.907, 5.213], [-0.067, -4.184, 3.171], [0.127, -2.948, 1.019], [-0.430, -3.667, -5.816], [0.186, -2.740, -4.488], [1.496, -2.353, -4.483], [2.023, -1.604, -3.417], [4.031, -1.055, -3.429], [1.247, -1.223, -2.334], [1.685, -0.534, -1.318], [-0.133, -1.628, -2.356], [-0.878, -1.243, -1.287], [-2.140, -1.606, -1.229], [-2.760, -2.370, -2.229], [-2.030, -2.757, -3.321], [-0.672, -2.391, -3.415], [2.139, -2.630, -5.308], [-2.699, -1.283, -0.357], [-3.801, -2.640, -2.126], [-2.477, -3.344, -4.112], [3.513, -1.007, 0.602], [3.071, -0.198, 1.578], [3.788, -0.119, 2.724], [2.011, 0.447, 1.466], [4.440, -1.391, 0.635], [3.043, -0.933, -0.301], [4.710, -0.507, 2.804], [3.494, 0.561, 3.402]],
  "forces_ev_per_angstrom": [[-0.101, -0.345, -0.024], [-0.038, 0.107, 0.015], [0.042, -0.059, -0.108], [-0.040, -0.082, 0.163], [0.044, 0.086, -0.476], [0.101, 0.179, 0.184], [0.037, -0.097, 0.013], [-0.037, -0.227, 0.350], [0.015, 0.068, -0.064], [0.008, -0.041, -0.001], [-0.007, -0.025, 0.039], [-0.010, 0.311, -0.174], [-0.183, 0.184, 0.168], [0.061, -0.442, 0.025], [-0.019, 0.170, -0.062], [0.031, -0.108, -0.056], [-0.025, 0.016, 0.099], [0.049, 0.019, -0.100], [-0.072, 0.154, 0.199], [-0.001, 0.001, 0.001], [0.001, 0.002, 0.005], [-0.007, -0.009, 0.012], [0.012, 0.005, 0.006], [0.010, -0.001, -0.017], [-0.002, 0.001, -0.001], [0.007, -0.013, -0.001], [-0.005, 0.011, -0.007], [-0.002, 0.006, 0.003], [0.000, 0.000, -0.001], [0.000, 0.003, 0.001], [-0.023, -0.030, -0.042], [0.135, 0.044, 0.014], [-0.136, -0.067, -0.042], [-0.036, 0.083, 0.203], [-0.045, -0.015, -0.014], [0.038, -0.072, -0.180], [0.060, 0.084, -0.202], [0.052, -0.054, -0.103], [-0.092, 0.051, 0.048], [0.077, 0.067, 0.020], [-0.025, -0.063, -0.089], [-0.053, 0.031, 0.086], [0.064, 0.038, 0.024], [-0.016, -0.010, -0.010], [0.003, 0.003, 0.009], [0.002, -0.001, -0.009], [-0.013, 0.001, 0.005], [0.256, 0.001, 0.234], [0.249, -0.111, -0.192], [-0.023, 0.000, 0.034], [-0.285, 0.165, 0.063], [0.016, -0.032, 0.037], [-0.070, -0.004, -0.076], [-0.009, 0.003, -0.012], [0.007, 0.011, 0.001]],
  "nbo_charge": [1.5313, -0.2264, -0.1318, -0.2119, 0.1489, -0.5266, 0.0758, 0.2703, -0.2246, -0.1309, -0.2098, 0.1867, -0.5230, 0.1754, -0.2132, -0.1371, -0.2320, 0.0734, -0.4957, 0.2417, 0.2360, 0.2270, 0.2195, 0.2311, 0.2371, 0.2308, 0.2265, 0.2352, 0.2398, 0.2117, 0.0171, -0.0479, -0.2210, -0.2206, 0.1627, 0.2773, -0.8788, 0.1628, -0.5340, 0.0699, -0.2581, -0.1096, -0.1168, 0.2463, 0.1988, 0.2341, 0.2431, -0.8255, 0.8025, -0.8141, -0.7805, 0.3964, 0.4467, 0.4013, 0.4127],
  "multiplicity": 6,
  "total_charge": 1,
  "e_lumo_ev": [-3.1, -3.3],
  "s2": 8.75,
  "largest_force_ev_per_a": 0.5,
  "gap_ha": [0.2446, 0.2425]
}


2.
{
  "formula": "C25H19N7O5Pd",
  "method": "the ωB97M-V functional and the def2-TZVPD basis",
  "symbols": ["Pd", "O", "C", "O", "C", "C", "C", "C", "C", "N", "C", "O", "O", "H", "H", "H", "N", "C", "N", "O", "H", "H", "H", "H", "N", "C", "C", "C", "C", "C", "C", "C", "H", "H", "H", "H", "H", "N", "C", "C", "C", "C", "C", "C", "C", "N", "C", "C", "N", "C", "H", "H", "H", "H", "H", "H", "H"],
  "positions_angstrom": [[-0.968, 0.518, -1.375], [0.652, 3.895, -2.680], [-0.039, 3.032, -2.241], [0.435, 1.841, -1.840], [-1.528, 3.151, -2.061], [-2.317, 4.269, -2.251], [-3.686, 4.158, -2.027], [-4.245, 2.938, -1.640], [-3.406, 1.859, -1.468], [-2.102, 2.021, -1.675], [-3.786, 0.463, -1.060], [-4.910, 0.091, -0.933], [-2.718, -0.326, -0.864], [-1.845, 5.188, -2.571], [-4.325, 5.021, -2.162], [-5.306, 2.804, -1.473], [-2.324, -1.958, -3.112], [-1.735, -0.991, -3.815], [-1.554, -1.121, -5.124], [-1.308, 0.102, -3.294], [-2.759, -2.731, -3.591], [-2.703, -1.712, -2.203], [-1.915, -1.903, -5.644], [-1.067, -0.394, -5.624], [0.250, -1.076, -1.223], [0.932, -1.994, -1.133], [1.789, -3.130, -1.048], [1.526, -4.239, -1.856], [2.355, -5.340, -1.764], [3.428, -5.330, -0.880], [3.684, -4.222, -0.080], [2.866, -3.112, -0.159], [0.689, -4.230, -2.541], [2.168, -6.207, -2.383], [4.076, -6.193, -0.818], [4.526, -4.224, 0.598], [3.066, -2.236, 0.445], [4.519, 0.257, 7.661], [3.798, 0.435, 6.786], [2.895, 0.645, 5.684], [3.074, -0.066, 4.501], [2.210, 0.129, 3.440], [1.170, 1.037, 3.562], [0.983, 1.750, 4.733], [1.848, 1.552, 5.796], [0.265, 1.247, 2.450], [-0.821, 2.092, 2.434], [-1.388, 1.994, 1.211], [-0.653, 1.083, 0.481], [0.336, 0.655, 1.255], [3.890, -0.770, 4.417], [2.369, -0.436, 2.532], [0.181, 2.463, 4.845], [1.709, 2.104, 6.715], [-1.114, 2.693, 3.274], [-2.256, 2.500, 0.834], [1.091, -0.044, 0.959]],
  "forces_ev_per_angstrom": [[-0.457, 0.674, -0.222], [-0.135, 0.087, 0.064], [0.352, -0.306, 0.056], [0.205, -0.367, -0.324], [-0.113, 0.082, -0.056], [0.029, 0.031, -0.073], [0.002, -0.056, 0.000], [-0.048, 0.022, -0.044], [-0.062, 0.164, -0.051], [-0.335, 0.371, 0.220], [0.217, -0.326, 0.125], [-0.044, 0.121, -0.025], [0.073, -0.324, -0.005], [-0.027, 0.015, 0.013], [-0.001, 0.001, -0.002], [-0.002, 0.036, -0.007], [-0.112, 0.047, 0.044], [0.017, 0.135, -0.086], [0.022, -0.069, -0.058], [0.081, -0.088, -0.270], [0.052, -0.012, -0.026], [0.110, -0.041, 0.072], [-0.031, 0.020, -0.003], [0.030, 0.000, 0.022], [0.157, -0.272, 0.296], [0.131, -0.119, -0.158], [-0.128, 0.118, 0.020], [-0.023, -0.021, -0.015], [0.007, 0.004, -0.004], [0.005, 0.001, -0.005], [0.004, -0.002, -0.006], [0.034, 0.019, -0.002], [-0.004, -0.009, 0.015], [0.007, 0.000, 0.003], [-0.008, -0.003, 0.008], [0.001, -0.004, -0.005], [-0.004, -0.009, 0.002], [-0.001, 0.007, -0.008], [-0.077, 0.006, -0.068], [0.097, -0.027, 0.084], [0.000, -0.012, -0.025], [0.042, -0.043, -0.013], [-0.102, 0.027, -0.133], [-0.001, 0.030, 0.047], [-0.031, 0.027, 0.005], [0.115, -0.030, 0.157], [-0.031, 0.065, 0.017], [0.029, -0.132, -0.028], [0.029, 0.064, 0.545], [-0.085, 0.111, -0.107], [-0.002, 0.003, 0.000], [0.005, 0.001, 0.015], [0.006, 0.000, 0.009], [0.002, 0.000, -0.003], [0.007, -0.012, 0.000], [-0.034, 0.003, 0.006], [0.029, -0.009, -0.011]],
  "nbo_charge": [1.5138, -0.4687, 0.7291, -0.6212, 0.1103, -0.1610, -0.1024, -0.1633, 0.0879, -0.3261, 0.7311, -0.4817, -0.7066, 0.2823, 0.2652, 0.2814, -0.7995, 0.8040, -0.7619, -0.6680, 0.4218, 0.4489, 0.4242, 0.4387, -0.4880, 0.5471, -0.1797, -0.1517, -0.1940, -0.1221, -0.1949, -0.1558, 0.2301, 0.2475, 0.2470, 0.2467, 0.2206, -0.2134, 0.2337, -0.1323, -0.1338, -0.2357, 0.2120, -0.2406, -0.1142, -0.3103, -0.0221, -0.0762, -0.4112, 0.2405, 0.2481, 0.2071, 0.2309, 0.2539, 0.2585, 0.2394, 0.2346],
  "total_charge": 2,
  "e_lumo_ev": -7.8,
  "largest_force_ev_per_a": 0.8,
  "gap_ha": 0.2404
}